[1]
The following is a DFT calculation (the ωB97M-V functional and the def2-TZVPD basis) of an isolated ion of composition C16H27N2O2 and charge +1 in a non-equilibrium geometry.

Each line ends with the Mulliken charge.
Geometry (Å):
1 C -3.30558 4.70481 -1.48239  -1.61
2 C -2.74406 4.04038 -0.27976  0.80
3 C -3.50417 3.41350 0.65417  -0.94
4 C -2.84205 2.77289 1.89711  0.31
5 C -3.91871 2.03874 2.71846  -1.66
6 C -1.54649 1.98941 1.47399  0.32
7 C -1.84069 0.62730 0.85400  -0.05
8 O -2.18260 -0.37048 1.51010  -0.68
9 N -1.37659 0.54390 -0.42111  0.36
10 C -1.47108 -0.64928 -1.28521  -1.46
11 C -0.17488 -1.48486 -1.36934  -0.33
12 C 0.29281 -1.93534 -0.00237  -0.65
13 N 1.46459 -2.82177 0.00496  0.18
14 C 1.11988 -4.08785 -0.68291  -0.87
15 C 2.63382 -2.15562 -0.62345  -0.80
16 C 1.78169 -3.15652 1.43526  -0.89
17 C -0.66906 1.70098 -0.66159  -0.03
18 O -0.02594 1.82920 -1.67426  -0.65
19 C -0.70164 2.73811 0.43026  0.46
20 C -1.21696 4.04970 -0.10709  -1.23
21 H -3.13583 5.79459 -1.46819  0.30
22 H -4.36970 4.57466 -1.52996  0.42
23 H -2.88513 4.28192 -2.37444  0.36
24 H -4.59209 3.49411 0.57242  0.37
25 H -2.48346 3.59986 2.53812  0.41
26 H -3.46439 1.63320 3.64459  0.35
27 H -4.42418 1.24233 2.13939  0.30
28 H -4.67090 2.75544 2.99949  0.53
29 H -0.94083 1.82742 2.37747  0.47
30 H -2.30582 -1.25463 -0.92074  0.43
31 H -1.75437 -0.34571 -2.31417  0.40
32 H -0.30679 -2.30503 -2.08515  0.33
33 H 0.58026 -0.83324 -1.80275  0.38
34 H 0.54759 -1.01861 0.57112  0.34
35 H -0.53619 -2.43901 0.51430  0.34
36 H 0.19466 -4.54882 -0.31496  0.33
37 H 1.01950 -3.89894 -1.77303  0.42
38 H 1.93985 -4.82115 -0.59032  0.40
39 H 3.46284 -2.89967 -0.72529  0.37
40 H 2.36040 -1.80652 -1.62159  0.40
41 H 2.99952 -1.28275 -0.04493  0.34
42 H 1.94619 -2.20251 1.95936  0.37
43 H 0.98525 -3.67674 1.98210  0.37
44 H 2.69182 -3.75425 1.49844  0.40
45 H 0.32289 2.89248 0.81283  0.34
46 H -0.78749 4.28595 -1.09888  0.45
47 H -0.87973 4.88103 0.52516  0.49

HOMO	-11.252	eV
energy	-885.640139	hartree
HOMO-LUMO gap	8.67	eV
total charge	+1
energy above the lowest of the compared OMol25 structures with the same formula, charge and spin	52.4	kJ/mol

***

[2]
The following is a DFT calculation (the ωB97M-V functional and the def2-TZVPD basis) of C16H27N2O3S3SiY as an isolated structure in a non-equilibrium geometry.

Each line ends with the Mulliken charge.
Geometry (Å):
1 Y -2.26719 0.86090 -2.16696  0.35
2 S -3.23453 0.29642 -4.67716  -0.50
3 C -3.61725 -1.37813 -4.38747  0.56
4 C -4.08947 -2.02918 -5.54568  -0.22
5 N -4.49574 -2.51349 -6.50215  -0.41
6 C -3.53896 -2.10830 -3.22762  0.88
7 S -3.08909 -1.58291 -1.62045  -0.39
8 C -3.86594 -3.47860 -3.28102  -0.19
9 N -4.11468 -4.59850 -3.28530  -0.44
10 C -0.82026 1.60798 2.50492  -1.42
11 C -1.71967 0.80627 1.56592  1.38
12 C -1.93059 -0.60437 2.10912  -1.20
13 C -3.07799 1.50563 1.41955  -2.04
14 O -1.14445 0.74849 0.24482  0.59
15 Si 0.38599 0.18748 -0.14494  -0.16
16 S 0.23719 0.19870 -2.28245  -0.51
17 O 0.51198 -1.26314 0.51067  -0.02
18 C 1.59724 -2.15591 0.76515  1.63
19 C 0.95591 -3.51565 1.04178  -1.75
20 C 2.34864 -1.63973 1.99068  -1.44
21 C 2.51972 -2.21726 -0.44642  -1.47
22 O 1.55800 1.15165 0.40760  0.35
23 C 2.13200 2.38916 -0.02171  1.55
24 C 1.06906 3.29443 -0.64256  -1.29
25 C 2.71914 3.03832 1.23388  -1.66
26 C 3.23477 2.07112 -1.02979  -1.60
27 H -1.26252 1.64786 3.49701  0.57
28 H -0.69436 2.62415 2.13747  0.32
29 H 0.15752 1.13997 2.57110  0.15
30 H -2.50995 -0.56853 3.02767  0.50
31 H -0.97281 -1.07115 2.30823  0.13
32 H -2.45817 -1.20891 1.37389  0.19
33 H -3.53994 1.62167 2.39683  0.42
34 H -3.74474 0.90276 0.79432  0.39
35 H -2.95406 2.49774 0.97987  0.40
36 H 0.26486 -3.43829 1.87711  0.35
37 H 1.71653 -4.25316 1.27830  0.44
38 H 0.39871 -3.84399 0.16941  0.39
39 H 1.67170 -1.57109 2.83835  0.31
40 H 2.74251 -0.64990 1.77728  0.12
41 H 3.16720 -2.30528 2.24629  0.55
42 H 1.96557 -2.55555 -1.31819  0.33
43 H 3.34678 -2.89767 -0.26375  0.49
44 H 2.91386 -1.22575 -0.65390  0.19
45 H 0.23976 3.41457 0.05226  0.20
46 H 0.69791 2.85326 -1.56820  0.17
47 H 1.48831 4.27146 -0.86324  0.56
48 H 1.93227 3.24440 1.95401  0.35
49 H 3.21914 3.96960 0.98149  0.43
50 H 3.43999 2.36812 1.69407  0.35
51 H 2.80991 1.55705 -1.88802  0.31
52 H 3.97757 1.42343 -0.56842  0.33
53 H 3.72265 2.98185 -1.36366  0.48

HOMO	-7.899	eV
energy	-2483.743129	hartree
HOMO-LUMO gap	6.21	eV
total charge	0
energy above the lowest of the compared OMol25 structures with the same formula, charge and spin	114.3	kJ/mol

***

[3]
The following is a DFT calculation (the ωB97M-V functional and the def2-TZVPD basis) of a single C16H27N3O2S molecule in a non-equilibrium geometry.

Each line ends with the Mulliken charge.
Geometry (Å):
1 C -1.02681 1.89917 -2.83197  -1.17
2 N -0.02498 1.15886 -2.09318  -0.01
3 C 0.66414 0.23710 -2.98545  -0.73
4 C 1.83847 -0.51499 -2.33985  -1.08
5 C 1.45446 -1.85167 -1.76187  0.52
6 C 0.93345 -2.84130 -2.58909  -0.33
7 C 0.55614 -4.06939 -2.07696  -0.67
8 C 0.70261 -4.33180 -0.72534  -0.47
9 C 1.24060 -3.36258 0.10326  -0.72
10 C 1.61879 -2.13344 -0.41096  -0.12
11 C -0.48763 0.56964 -0.84722  1.76
12 C -1.68081 -0.39734 -0.94007  -1.05
13 C -1.90820 -1.02333 0.43355  -0.15
14 C -2.15642 0.06920 1.47219  -1.35
15 N -1.10355 1.06448 1.48680  0.39
16 S 0.23581 0.74969 2.41273  1.31
17 O 1.37002 0.34434 1.63678  -0.71
18 O -0.16124 -0.08813 3.50494  -0.80
19 N 0.53579 2.32057 2.92888  0.02
20 C 1.88398 2.51685 3.41829  -0.96
21 C -0.49218 2.77549 3.83651  -0.98
22 C -0.81174 1.65021 0.19614  -1.76
23 H -1.52559 2.60694 -2.17620  0.32
24 H -1.78438 1.25434 -3.30345  0.36
25 H -0.52808 2.46370 -3.62055  0.40
26 H 1.05401 0.85530 -3.80067  0.50
27 H -0.03495 -0.49016 -3.43408  0.48
28 H 2.28624 0.11666 -1.57248  0.30
29 H 2.58918 -0.68449 -3.11687  0.47
30 H 0.82570 -2.65023 -3.64828  0.39
31 H 0.14928 -4.82454 -2.73454  0.39
32 H 0.40437 -5.28903 -0.32319  0.41
33 H 1.36541 -3.55814 1.15826  0.42
34 H 2.02778 -1.38516 0.25229  0.44
35 H 0.35530 0.01451 -0.43582  -0.96
36 H -1.46934 -1.18065 -1.67025  0.44
37 H -2.57954 0.13937 -1.25474  0.43
38 H -2.76197 -1.70336 0.40958  0.44
39 H -1.02194 -1.59241 0.72203  0.09
40 H -2.19901 -0.35100 2.47697  0.51
41 H -3.09759 0.58887 1.25765  0.37
42 H 2.02665 2.08461 4.41539  0.32
43 H 2.55808 2.03074 2.71835  0.31
44 H 2.09688 3.58543 3.45310  0.35
45 H -0.45223 2.24307 4.79322  0.33
46 H -1.45267 2.58508 3.36515  0.28
47 H -0.37035 3.84456 4.00657  0.37
48 H 0.04281 2.31264 0.32967  0.44
49 H -1.68475 2.24171 -0.09523  0.46

HOMO	-8.316	eV
energy	-1338.790278	hartree
HOMO-LUMO gap	9.11	eV
total charge	0
energy above the lowest of the compared OMol25 structures with the same formula, charge and spin	0.0	kJ/mol

***

[4]
The following is a DFT calculation (the ωB97M-V functional and the def2-TZVPD basis) of C16H28AsN2OP2ReS4 as an isolated structure in a non-equilibrium geometry.

Each line ends with the Mulliken charge.
Geometry (Å):
1 Re 0.53702 -0.97331 -0.89599  0.66
2 C 0.99252 -1.75431 2.72841  -1.24
3 P 0.56312 -0.49861 1.47951  1.02
4 C -0.84108 0.37459 2.25651  -1.55
5 C 1.97112 0.66829 1.54421  0.43
6 C 1.99562 1.82219 2.31571  -0.69
7 C 3.02452 2.74049 2.16901  -0.74
8 C 4.05732 2.48999 1.28121  -0.80
9 C 4.07752 1.31199 0.55051  -0.65
10 C 3.02802 0.41129 0.65481  0.07
11 P 2.88422 -1.00441 -0.49119  1.49
12 C 3.94362 -0.62031 -1.91039  -1.68
13 C 3.79072 -2.40111 0.27181  -1.39
14 H 0.97632 -1.30181 3.72001  0.47
15 H 1.98832 -2.13241 2.51071  0.32
16 H 0.27972 -2.57831 2.68311  0.37
17 H -0.57568 0.68609 3.26711  0.60
18 H -1.68768 -0.31111 2.31271  0.41
19 H -1.11928 1.24669 1.66281  0.34
20 H 1.19652 2.03489 3.00781  0.36
21 H 3.00502 3.66339 2.72921  0.43
22 H 4.83802 3.21959 1.13481  0.43
23 H 4.89242 1.10889 -0.12849  0.40
24 H 3.67982 0.33949 -2.34839  0.44
25 H 3.79112 -1.40061 -2.65879  0.44
26 H 4.98712 -0.63391 -1.59529  0.53
27 H 4.57132 -2.03051 0.93601  0.42
28 H 4.24822 -2.98101 -0.53039  0.50
29 H 3.10592 -3.04931 0.81561  0.34
30 S -1.76268 -3.14441 -4.13119  -0.41
31 As 0.19512 -2.95441 -3.37539  0.39
32 S 0.80412 -0.80801 -3.22519  -0.23
33 S 0.30862 -3.31271 -1.07329  -0.25
34 S 1.58112 -4.09841 -4.45459  -0.38
35 C -2.98838 -1.86681 -0.47079  -0.63
36 N -3.30168 -0.45311 -0.39699  0.26
37 C -4.61148 -0.01011 0.03481  -0.55
38 C -5.01028 1.22629 -0.75809  -0.77
39 C -3.96028 2.30719 -0.53629  -0.60
40 N -2.62848 1.76119 -0.74559  0.28
41 C -1.55888 2.65289 -1.15539  -0.99
42 C -2.37018 0.43739 -0.77099  0.13
43 O -1.22758 0.06169 -1.13529  -0.73
44 H -3.86128 -2.44161 -0.17529  0.40
45 H -2.15608 -2.12861 0.19601  0.14
46 H -2.71348 -2.14651 -1.49369  0.11
47 H -4.59098 0.23129 1.10491  0.21
48 H -5.32088 -0.82391 -0.12079  0.44
49 H -5.98808 1.57919 -0.43489  0.39
50 H -5.06788 0.97129 -1.81889  0.32
51 H -4.02648 2.71919 0.48101  0.28
52 H -4.11738 3.12709 -1.24229  0.46
53 H -1.88068 3.68279 -1.05039  0.44
54 H -1.27268 2.47609 -2.19459  0.34
55 H -0.67448 2.50829 -0.52979  0.21

HOMO (alpha / beta)	-9.833 / -9.826	eV
energy	-5400.589104	hartree
HOMO-LUMO gap (alpha / beta)	4.61 / 4.74	eV
total charge	+1
energy above the lowest of the compared OMol25 structures with the same formula, charge and spin	0.0	kJ/mol
<S²>	0.7969
spin multiplicity	2